Entry 1:
The following is a DFT calculation (ωB97M-V/def2-TZVPD) of a structure of composition C29H27CaF3N3O5S5 at a distorted geometry.

Calculated values
Total charge: -1
HOMO level (eV): -4.0
Calculated total energy (a.u.): -4630.17747
Energy above the lowest of the compared OMol25 structures with the same formula, charge and spin (kcal per mole): 10.0
LUMO energy (eV): 2.12
Gap between HOMO and LUMO (Ha): 0.2238

XYZ file:
```
73
Properties=species:S:1:pos:R:3:forces:R:3:mulliken_charge:R:1
Ca -0.2101 0.8183 0.4529 0.7 -2.0 -1.2 0.1053
S -0.6934 -3.9311 0.3790 0.0 0.0 0.2 -0.4552
C -1.2836 -3.7749 -1.2338 0.4 0.7 0.0 0.3424
C -2.2609 -4.6020 -1.7991 0.1 0.1 -0.3 -0.5683
C -2.7529 -4.3474 -3.0686 -0.1 -0.2 0.1 -0.4076
C -2.2962 -3.2638 -3.7994 0.0 0.1 -0.3 -0.9489
C -1.3133 -2.4315 -3.2777 0.1 0.0 0.0 -0.3406
C -0.7931 -2.6816 -2.0163 -0.3 -0.6 0.1 -0.2284
S 0.4704 -1.7302 -1.1963 -0.1 0.5 -0.8 0.3262
C 0.7487 -0.4831 -2.5827 -0.1 -0.6 0.6 -0.3516
C 1.8732 0.4126 -2.2050 0.5 0.1 0.0 -0.0814
C 2.9262 0.6379 -3.0927 -0.1 0.1 0.0 -1.1663
C 3.9736 1.4498 -2.7039 0.0 0.0 0.1 -0.5509
C 3.9818 1.9642 -1.4173 0.0 -0.1 -0.1 -1.2345
C 2.9274 1.6595 -0.5641 0.2 0.1 -0.1 0.7394
C 3.0385 2.0140 0.8903 -0.3 0.2 0.2 -0.2532
S 1.4973 2.7129 1.6005 0.6 -0.3 0.2 -0.1296
C 1.6299 2.1070 3.2755 0.0 0.2 0.1 0.0182
C 2.4320 2.8752 4.1217 0.1 0.0 0.0 -0.3833
C 2.5995 2.5560 5.4536 0.1 0.0 0.0 -0.6966
C 1.9186 1.4518 5.9617 0.0 0.0 0.0 -0.5118
C 1.1096 0.7000 5.1409 0.0 0.0 -0.1 -0.8025
C 0.9323 0.9813 3.7653 0.2 0.1 0.2 0.8604
S -0.0938 -0.1081 2.8904 0.0 -0.2 0.3 -0.2911
N 1.8721 0.9468 -0.9743 0.0 0.0 -0.2 0.9253
H -2.6242 -5.4395 -1.2175 0.0 0.0 0.0 0.4278
H -3.5142 -4.9955 -3.4877 0.0 0.0 0.0 0.3490
H -2.7074 -3.0511 -4.7785 0.0 0.0 0.0 0.3405
H -0.9846 -1.5843 -3.8673 -0.1 -0.1 0.0 0.2291
H -0.1849 0.0701 -2.6657 0.0 0.0 -0.2 0.1832
H 0.9712 -1.0235 -3.5017 0.0 0.1 0.0 0.7005
H 2.9051 0.1960 -4.0792 0.0 -0.1 0.0 0.4908
H 4.7893 1.6612 -3.3839 0.0 0.0 0.0 0.4162
H 4.8032 2.5718 -1.0634 0.0 0.0 0.0 0.4632
H 3.8588 2.7112 1.0532 0.0 0.0 0.0 0.5226
H 3.2126 1.0863 1.4344 0.1 0.0 0.0 -0.2459
H 2.9300 3.7456 3.7099 0.0 0.0 0.0 0.3724
H 3.2447 3.1538 6.0848 0.0 0.0 0.0 0.3650
H 2.0216 1.1858 7.0074 0.0 0.0 0.0 0.3520
H 0.5725 -0.1559 5.5282 0.0 0.0 0.1 0.4525
F -2.4982 5.3508 0.8479 0.0 -0.1 0.0 -0.2162
C -3.0770 4.1485 0.7210 0.1 0.1 0.0 0.2339
F -4.0587 4.0631 1.6218 0.1 -0.1 0.0 -0.2296
F -3.6370 4.1073 -0.4975 0.1 -0.1 0.1 -0.1743
S -1.7920 2.8263 0.9947 -2.2 2.4 0.5 1.4105
O -1.2673 3.2051 2.2718 0.2 -0.1 0.1 -0.5204
O -2.5035 1.5650 0.9360 0.0 -0.2 0.1 -0.5771
O -0.8978 2.9854 -0.1447 0.1 0.1 -0.3 -0.6183
N -4.5318 -2.3024 0.0119 -0.1 0.1 0.0 -0.1737
C -5.0912 -1.5039 -0.9247 0.1 -0.2 0.2 0.1085
O -6.1924 -1.7151 -1.4065 0.0 0.1 0.0 -0.7022
C -4.2611 -0.3334 -1.3545 0.1 0.1 -0.1 0.4862
C -4.8722 0.8066 -1.8579 0.0 0.0 0.0 -0.4793
C -4.0814 1.8470 -2.3118 0.1 -0.1 0.0 -0.6656
C -2.7020 1.7099 -2.2515 -0.1 -0.1 -0.1 -0.6454
N -2.1059 0.6190 -1.7804 0.1 0.0 0.3 0.2734
C -2.8760 -0.3731 -1.3377 -0.1 -0.1 0.0 0.0578
H -5.0206 -3.1351 0.2884 0.0 0.0 -0.1 0.2312
H -3.6505 -2.1043 0.4527 0.1 -0.1 0.0 0.1416
H -5.9527 0.8614 -1.8804 0.0 0.0 0.0 0.4891
H -4.5200 2.7589 -2.6898 0.0 0.0 0.0 0.4407
H -2.0432 2.4987 -2.5943 0.0 0.1 0.1 0.3741
H -2.3499 -1.2563 -0.9951 0.0 0.0 0.1 0.0247
C 3.4954 -3.0793 0.3741 -0.4 -0.2 -0.3 -1.0831
C 3.4069 -1.8421 1.2135 0.1 0.5 0.4 0.9452
C 4.4351 -1.6975 2.3179 -0.2 0.0 0.1 -1.5338
O 2.5918 -0.9621 1.0303 0.3 -0.5 -0.1 0.2118
H 4.3410 -3.7121 0.6382 0.0 0.1 0.0 0.4113
H 3.5345 -2.8081 -0.6808 0.0 0.0 0.0 0.2220
H 2.5603 -3.6363 0.4906 0.0 0.0 0.0 0.2105
H 4.6691 -2.6632 2.7640 0.1 0.0 0.0 0.4853
H 4.0719 -1.0076 3.0790 0.0 0.0 0.0 0.2437
H 5.3495 -1.2868 1.8803 0.0 -0.1 0.0 0.2832
```
Forces are in eV/Å.



Entry 2:
The following is a DFT calculation (ωB97M-V/def2-TZVPD) of a structure of composition H3N3O at a distorted geometry.

Calculated values
HOMO level (eV): -9.6
Calculated total energy (a.u.): -241.11714
Energy above the lowest of the compared OMol25 structures with the same formula, charge and spin (kcal per mole): 98.2
LUMO energy (eV): 0.47
Gap between HOMO and LUMO (Ha): 0.3699

XYZ file:
```
7
Properties=species:S:1:pos:R:3:forces:R:3:mulliken_charge:R:1
N -0.7052 0.1210 1.1506 1.3 -0.6 0.6 -0.6923
N 0.9756 -0.3207 -0.2578 1.0 -0.5 0.4 -0.4204
N -0.1915 0.1484 0.0433 -4.9 2.5 -3.9 0.8331
O -1.0963 0.7657 -1.2756 3.0 -1.8 3.7 -0.5783
H -1.6326 0.5407 1.1466 0.1 0.1 -0.7 0.3064
H 1.4197 -0.9245 0.4262 -0.1 0.2 -0.1 0.2780
H 1.2303 -0.3305 -1.2333 -0.4 0.1 0.1 0.2736
```
Forces are in eV/Å.



Entry 3:
The following is a DFT calculation (ωB97M-V/def2-TZVPD) of a cluster of 2 separate species, C7H14O in total at a distorted geometry.

Calculated values
HOMO level (eV): -7.0
Calculated total energy (a.u.): -349.99182
Energy above the lowest of the compared OMol25 structures with the same formula, charge and spin (kcal per mole): 230.7
LUMO energy (eV): -3.61
Gap between HOMO and LUMO (Ha): 0.1245

XYZ file:
```
22
Properties=species:S:1:pos:R:3:forces:R:3:mulliken_charge:R:1
C 2.4842 0.6638 0.5689 1.7 0.2 0.3 -1.4446
C 0.9789 0.2898 0.7885 2.7 -0.3 -2.4 0.8464
C 0.6284 0.1637 2.1719 -0.3 0.1 -2.2 -0.7052
C 0.5627 -0.9155 -0.0224 0.6 -1.1 -2.1 -0.9175
C 0.0916 0.4659 -0.4979 -1.7 -0.5 0.8 0.1770
C -1.2731 0.9046 -0.0890 -0.4 -0.1 0.4 -0.1714
C -2.2692 -0.1062 -0.6218 -0.4 0.5 -0.9 -1.0526
H 2.9812 1.6489 0.8963 -1.5 -0.9 -1.1 0.3172
H 2.9008 0.1873 -0.3834 -0.9 1.2 1.1 0.3359
H 2.8322 0.0490 1.3463 1.7 -1.1 0.7 0.4401
H 0.2656 0.9634 2.7455 -0.2 1.2 0.8 0.3808
H 0.6615 -0.8142 2.6306 0.1 -0.1 0.1 0.3147
H 0.9082 -1.4934 -0.9968 0.4 1.2 2.3 0.2069
H 0.0993 -1.6013 0.6967 -1.3 0.2 -0.9 0.2459
H 0.3096 0.7884 -1.5714 0.7 -0.8 1.8 0.3333
H -1.1844 0.8521 0.9990 -0.9 0.4 0.3 0.0752
H -3.3132 0.0729 -0.3982 -0.3 0.5 0.3 0.4084
H -2.1501 -0.1091 -1.7312 -0.1 -0.5 0.6 0.2506
H -2.0421 -1.1053 -0.2326 0.1 0.3 -0.3 0.2895
H -1.3191 -1.7955 -3.1373 0.5 0.3 0.2 0.1765
H -1.3747 1.9631 -0.3934 -0.6 -0.5 0.3 0.3099
O -0.7781 -1.0723 -2.7683 0.1 -0.2 -0.2 -0.8170
```
Forces are in eV/Å.



Entry 4:
The following is a DFT calculation (ωB97M-V/def2-TZVPD) of a cluster of 8 separate species, C15H39Cl7NO9 in total at a distorted geometry.

Calculated values
Total charge: -1
HOMO level (eV): -6.0
Calculated total energy (a.u.): -4547.85474
LUMO energy (eV): 2.16
Gap between HOMO and LUMO (Ha): 0.2995

XYZ file:
```
71
Properties=species:S:1:pos:R:3:forces:R:3:mulliken_charge:R:1
Cl 3.3143 16.1249 -28.8109 1.7 1.0 2.7 1.5732
O 4.1953 15.9205 -29.9279 -0.3 0.1 -0.8 -0.6098
O 3.0159 17.5201 -28.5927 0.8 0.6 -0.4 -0.6595
O 2.0564 15.5053 -28.9377 -1.6 -1.9 -0.9 -0.6273
O 4.0139 15.5936 -27.6318 -0.5 0.2 -0.6 -0.6789
Cl -0.7840 10.5050 -24.7253 0.1 -0.2 0.2 -0.1898
C 0.1177 10.9812 -26.1879 0.4 0.5 0.4 -0.4557
C -0.6074 10.5958 -27.4469 0.4 0.4 0.2 -0.3595
Cl -0.9698 8.8617 -27.5154 -0.2 -0.1 -0.1 -0.1860
H 1.1438 10.6169 -26.1389 -0.2 -0.3 0.1 0.3190
H 0.1665 12.0675 -26.1118 0.1 0.0 -0.3 0.2938
H 0.0585 10.7968 -28.2861 -0.3 0.2 -0.1 0.2930
H -1.5086 11.2085 -27.4683 -0.1 -0.4 -0.5 0.2858
Cl -3.6969 19.6039 -29.6410 0.0 -0.3 -0.2 -0.2068
C -3.3754 17.8339 -29.6018 0.3 -0.1 0.6 -0.4324
C -4.6940 17.0687 -29.6012 -0.2 0.6 0.4 -0.4149
Cl -4.4342 15.3205 -29.5373 0.2 -0.4 -0.4 -0.1934
H -2.7945 17.6811 -28.6923 -0.3 -0.2 0.1 0.3068
H -2.6943 17.5391 -30.4001 -0.4 0.2 -0.3 0.3372
H -5.3201 17.3570 -30.4456 0.2 -0.3 -0.2 0.3204
H -5.2905 17.2369 -28.7046 0.3 0.5 0.0 0.2832
Cl 10.9919 12.9479 -26.3208 0.1 0.1 0.9 -0.1753
C 9.7789 13.1184 -27.5742 0.1 -0.5 -1.6 -0.4442
C 9.8752 11.8497 -28.4813 -0.3 0.9 -0.4 -0.4098
Cl 11.4073 12.0897 -29.4465 -0.5 -0.6 0.3 -0.1924
H 10.1107 13.9426 -28.2056 0.0 0.0 0.1 0.2759
H 8.7998 13.4403 -27.2191 0.0 -0.7 0.4 0.3462
H 9.0859 11.7646 -29.2283 -0.1 0.6 0.0 0.2858
H 9.8539 10.8718 -28.0002 0.6 0.3 0.4 0.3139
C 8.2637 14.2574 -34.2077 1.1 -1.3 -1.1 -0.5390
O 8.6937 15.2299 -33.2954 -1.1 0.4 0.2 -0.4834
H 8.5379 14.5054 -35.2331 0.0 0.4 -0.1 0.2239
H 8.8455 13.3611 -33.9926 -0.2 -0.5 0.0 0.2248
H 7.2078 13.9880 -34.2308 -0.1 0.3 0.4 0.2461
H 7.9077 15.3383 -32.7550 0.3 0.6 0.6 0.3270
C 6.2496 19.8525 -33.6159 -0.2 -0.9 0.8 -0.4871
O 5.8289 21.0453 -34.2187 0.0 0.4 -0.1 -0.5110
H 6.3219 19.9443 -32.5321 0.3 0.2 0.2 0.2444
H 5.4950 19.0764 -33.7436 0.1 -0.3 -0.4 0.2272
H 7.2180 19.5106 -33.9811 -0.2 0.2 -0.3 0.2209
H 5.0467 21.2878 -33.7178 -0.1 0.3 -0.2 0.3074
C 8.8544 19.1963 -27.7635 0.4 0.1 0.1 -0.4430
O 9.3078 20.5586 -27.7841 -0.4 -0.2 -0.1 -0.5052
H 8.9251 18.8058 -28.7787 0.3 0.0 0.1 0.1785
H 9.4956 18.6569 -27.0662 0.0 -0.5 -0.2 0.2243
H 7.8201 19.0396 -27.4575 -0.1 0.5 0.2 0.2511
H 9.5580 20.7859 -26.8856 -0.1 0.1 0.0 0.2947
C -0.2507 16.9359 -36.1557 1.5 0.1 1.4 -0.7247
O 0.7813 16.0295 -36.5438 0.1 -0.8 -0.5 -0.3143
C 1.3037 15.1622 -35.4984 -0.1 -0.3 -0.4 -0.6502
C 2.4690 14.2543 -36.0692 -1.2 2.4 0.5 -0.6971
N 1.9644 13.4770 -37.1283 -0.2 -1.7 -0.6 -0.2411
C 2.9090 12.4675 -37.6343 -1.4 0.5 -0.9 -0.7003
C 2.1719 11.5704 -38.6495 -0.4 1.5 0.1 -0.5759
O 1.8033 12.4370 -39.7651 0.6 -0.9 -0.1 -0.3156
C 1.3191 11.6989 -40.9044 0.3 0.9 1.0 -0.6974
H -1.1155 16.4937 -35.6611 -0.2 -0.5 -0.4 0.2910
H -0.5358 17.6295 -36.9468 0.1 -0.6 -0.3 0.2509
H 0.2320 17.5352 -35.3837 -0.3 0.6 0.3 0.3004
H 0.4885 14.5270 -35.1521 -0.1 -0.1 0.1 0.3263
H 1.6504 15.7696 -34.6623 0.2 0.1 0.1 0.4752
H 2.9370 13.6017 -35.3322 -0.3 0.3 0.4 0.4343
H 3.1869 15.0061 -36.3970 0.7 0.0 -0.1 0.2996
H 1.6259 14.0528 -37.8859 0.0 0.0 -0.1 0.2398
H 3.3178 11.8787 -36.8132 -0.1 0.0 0.0 0.4460
H 3.7029 12.9757 -38.1815 0.6 -0.2 0.0 0.3040
H 1.2291 11.2152 -38.2335 0.1 -0.3 0.3 0.3104
H 2.8077 10.7244 -38.9106 0.0 0.0 -0.5 0.4484
H 1.9953 10.8544 -41.0373 -0.4 -0.3 -0.4 0.2984
H 1.3244 12.3504 -41.7783 0.4 0.1 0.1 0.2242
H 0.2663 11.4601 -40.7541 0.0 -0.7 0.1 0.2678
```
Forces are in eV/Å.



Entry 5:
The following is a DFT calculation (ωB97M-V/def2-TZVPD) of a structure of composition C26H55BrCaCl4N2O3S at a distorted geometry.

Calculated values
Total charge: +2
HOMO level (eV): -11.9
Calculated total energy (a.u.): -6848.79104
LUMO energy (eV): -7.09
Gap between HOMO and LUMO (Ha): 0.1776

XYZ file:
```
93
Properties=species:S:1:pos:R:3:forces:R:3:mulliken_charge:R:1
C 3.2654 1.9158 -0.6019 -0.2 -0.2 -0.6 -1.2506
C 2.2250 1.1617 -1.4866 0.6 -0.1 0.5 0.6085
Br 3.1720 0.6998 -3.2231 -0.5 -0.6 0.1 -0.2902
C 1.7329 -0.1722 -0.8220 -0.8 1.9 3.3 -1.3311
N 0.5875 -0.0629 -0.0512 0.3 -0.5 -1.3 -0.4122
C -0.5356 0.4120 -0.8444 0.6 1.1 -0.8 -0.6076
C -0.8689 1.8991 -0.3709 0.0 -2.0 -1.1 0.4094
O -0.6627 2.1682 0.7403 -0.1 1.3 1.6 -0.3403
Cl -1.5017 3.1078 -1.5439 0.1 -0.5 0.0 -0.1673
H 4.0374 1.2152 -0.2165 -0.5 0.5 -0.2 0.3502
H 3.7607 2.6679 -1.2539 -0.3 -0.3 0.6 0.4318
H 2.7345 2.4337 0.2262 0.4 -0.4 -0.5 0.2858
H 1.4234 1.8809 -1.7381 0.3 -0.8 -0.3 0.2354
H 2.5515 -0.5143 -0.1339 -0.3 -0.1 -0.8 0.3013
H 1.5943 -1.0585 -1.6013 -0.2 1.1 0.2 -0.0239
H -1.4525 -0.2132 -0.7581 0.4 0.5 0.2 0.3806
H -0.2686 0.4834 -1.9415 -0.5 -0.1 0.6 0.3031
C -4.2415 2.5459 1.2066 -0.1 0.1 -0.1 -1.0052
S -4.3811 1.6197 2.7438 -0.2 0.3 -0.1 0.8563
O -5.3110 0.4815 2.5001 0.2 0.0 0.1 -0.7152
C -5.3004 2.8890 3.6350 -0.1 0.0 0.0 -1.2070
H -3.7278 1.9285 0.4713 0.0 -0.1 0.1 0.1480
H -5.2358 2.7971 0.8359 0.0 -0.1 0.1 0.4683
H -3.6632 3.4539 1.3818 0.0 0.0 0.0 0.3785
H -6.2256 3.1176 3.1048 0.0 -0.1 -0.1 0.4569
H -4.6883 3.7865 3.7271 0.0 0.0 0.0 0.3274
H -5.5366 2.5106 4.6288 0.1 -0.1 0.0 0.3371
C 1.8308 3.1845 -6.4550 0.0 -0.2 0.0 -1.2012
C 3.1907 2.5511 -6.7235 0.0 0.1 0.0 -0.0960
C 4.3604 3.5100 -6.5028 0.1 -0.1 0.0 -0.6087
C 4.3778 4.7382 -7.4152 -0.2 0.0 0.0 -0.7560
C 4.3901 4.4336 -8.9132 0.1 0.1 0.0 -0.3524
C 5.6295 3.6684 -9.3637 -0.1 0.0 -0.1 -1.1730
H 1.6293 4.0133 -7.1346 0.0 0.0 0.1 0.3249
H 1.0353 2.4476 -6.5907 0.0 0.1 0.0 0.3661
H 1.7709 3.5578 -5.4289 0.0 0.1 0.0 0.2581
H 3.2145 2.1494 -7.7406 0.0 0.0 0.0 0.3103
H 3.3155 1.6942 -6.0527 0.0 0.0 -0.1 0.0409
H 5.2972 2.9562 -6.6191 0.0 0.0 0.0 0.3112
H 4.3449 3.8547 -5.4621 0.0 0.0 0.0 0.3335
H 5.2581 5.3394 -7.1678 0.0 0.0 0.0 0.3747
H 3.5121 5.3695 -7.1924 0.0 0.0 0.0 0.3111
H 4.3509 5.3815 -9.4570 -0.1 0.0 0.0 0.3689
H 3.4912 3.8795 -9.1995 0.0 0.0 0.0 0.2246
H 6.5387 4.2240 -9.1246 0.0 0.0 0.0 0.2961
H 5.6057 3.5143 -10.4439 0.1 0.0 0.0 0.3766
H 5.6919 2.6853 -8.8917 0.0 0.0 0.0 0.2718
C -1.3619 -0.1661 3.8702 -0.1 0.0 0.1 -1.2528
C -2.4340 -0.1336 4.9550 -0.1 -0.4 -0.1 0.6240
C -1.9229 -0.3866 6.3813 0.0 0.1 -0.4 -0.9655
C -0.9533 -1.5440 6.5796 -0.1 0.3 0.1 -0.9889
N -1.5680 -2.9257 6.8070 0.2 -0.6 0.2 0.3178
C -2.9017 -3.1969 6.1383 -0.1 0.0 -0.1 -0.9183
C -2.5667 -3.6083 4.7222 -0.1 0.3 -0.4 -0.3173
C -1.2311 -4.3398 4.8301 0.2 -0.2 -0.3 -0.6066
C -0.6543 -3.9924 6.1997 -0.1 -0.1 0.2 -0.6595
C -1.6966 -3.1633 8.2889 0.0 0.2 -0.3 -1.1409
H -0.8714 -1.1402 3.7927 0.0 0.0 0.0 0.2013
H -1.8101 0.0356 2.8969 0.1 0.1 0.0 0.2642
H -0.5959 0.5911 4.0522 0.0 0.0 -0.1 0.3966
H -3.2306 -0.8365 4.6978 0.0 0.0 0.0 0.3866
H -2.9043 0.8478 4.9386 0.0 -0.1 0.1 -0.3573
H -2.7667 -0.4614 7.0725 0.1 0.0 0.1 0.3015
H -1.3874 0.5195 6.6785 0.1 -0.2 0.1 0.5955
H -0.3522 -1.3391 7.4674 -0.1 -0.2 0.0 0.2881
H -0.2446 -1.6168 5.7572 -0.2 -0.1 -0.1 0.5537
H -3.3595 -4.0377 6.6626 0.2 0.1 0.1 0.5356
H -3.5628 -2.3398 6.2296 0.1 0.0 0.0 0.4400
H -2.4671 -2.7464 4.0636 -0.1 0.1 0.1 -0.0143
H -3.3463 -4.2364 4.2922 0.0 0.0 0.1 0.6028
H -0.5596 -4.0423 4.0244 0.0 0.0 0.1 0.3507
H -1.3668 -5.4182 4.7441 0.1 0.1 0.1 0.2688
H 0.3663 -3.6156 6.1609 -0.1 0.1 0.2 0.3436
H -0.6764 -4.8621 6.8571 0.0 0.2 0.1 0.4194
H -2.3613 -2.4036 8.6969 0.1 0.0 0.1 0.3566
H -0.7057 -3.0960 8.7351 -0.1 0.1 0.0 0.4621
H -2.1073 -4.1571 8.4535 0.0 0.1 0.0 0.4431
Ca 1.8936 -2.3564 -2.7717 0.7 -0.9 -1.9 2.1114
C 2.0035 -6.8533 -7.2004 0.3 0.3 0.2 -1.0383
C 1.2158 -5.9613 -6.2838 0.0 0.0 0.0 0.7892
O 1.7667 -5.1194 -5.5934 -0.1 0.2 0.3 -0.5580
C -0.2769 -6.1481 -6.2526 0.1 0.3 0.3 -0.9909
H 3.0624 -6.6096 -7.1219 -0.1 0.0 0.0 0.2896
H 1.8616 -7.8970 -6.9155 -0.1 0.0 -0.2 0.3258
H 1.6841 -6.7004 -8.2325 -0.1 -0.2 0.0 0.3282
H -0.5180 -7.1611 -5.9267 0.0 0.0 -0.2 0.3220
H -0.6953 -5.9648 -7.2432 0.0 -0.2 0.0 0.3227
H -0.7175 -5.4402 -5.5503 0.0 0.0 0.0 0.2387
C -2.4704 3.6299 7.4940 0.2 0.1 0.1 -0.0927
Cl -2.8990 2.1782 8.4106 -0.1 0.2 0.1 -0.1094
Cl -0.8215 4.1333 7.8622 -0.1 0.0 0.0 -0.1076
Cl -2.6629 3.3472 5.7576 0.1 0.1 0.1 -0.0603
H -3.1449 4.4275 7.7860 0.0 -0.1 0.0 0.3897
```
Forces are in eV/Å.